[1]
Density functional theory data (wB97M-V/def2-TZVPD) for a molecular structure, C32H24N4OPdS5.

The geometry in XYZ format:
```
67
Properties=species:S:1:pos:R:3:forces:R:3:nbo_charge:R:1
Pd -0.925187 -0.435142 0.567658 -0.172 -0.191 0.881 0.472
S -2.543577 0.976549 1.466260 0.010 0.123 -0.348 -0.219
C -4.035904 0.127178 1.200714 -0.065 -0.028 -0.018 -0.174
C -5.239206 0.757134 1.525243 -0.025 -0.011 0.008 -0.181
C -6.466715 0.116972 1.406446 0.070 -0.008 0.010 -0.192
C -7.666290 0.811553 1.761707 -0.056 -0.009 -0.040 0.313
N -8.628468 1.380722 2.040296 0.018 0.012 0.026 -0.383
C -6.500388 -1.208578 0.936391 0.030 0.017 -0.008 -0.190
C -5.311340 -1.835496 0.590193 -0.008 -0.019 -0.013 -0.169
C -4.070499 -1.196767 0.690469 -0.037 0.097 0.029 -0.179
S -2.638638 -2.036936 0.195602 0.095 -0.115 0.034 -0.274
C -7.739231 -1.915526 0.806909 -0.027 -0.015 0.022 0.313
N -8.728564 -2.496460 0.704611 0.006 0.001 -0.013 -0.379
H -5.211405 1.777303 1.886743 0.009 0.000 0.003 0.220
H -5.338534 -2.854769 0.226535 -0.003 0.003 -0.005 0.222
C 4.680889 0.300802 0.231112 -0.022 -0.012 0.006 -0.631
C 4.031469 -1.021354 -0.141389 0.044 -0.098 0.012 -0.061
O 2.816718 -0.854877 -0.843372 0.031 0.206 -0.043 -0.756
H 5.617269 0.131288 0.770793 0.004 -0.001 -0.014 0.190
H 4.018391 0.882631 0.873112 0.000 0.004 0.017 0.219
H 4.891250 0.893703 -0.661290 -0.010 0.004 0.004 0.199
H 3.866598 -1.627492 0.756624 -0.016 -0.007 0.012 0.174
H 4.686296 -1.587806 -0.811008 0.001 -0.009 0.030 0.156
H 2.144928 -0.549371 -0.208611 0.074 -0.198 0.054 0.497
C 3.858903 4.915254 1.505167 -0.006 -0.010 0.001 -0.252
C 3.481380 4.343524 0.296669 0.000 0.007 -0.002 -0.233
C 2.583663 3.288317 0.258020 -0.009 -0.012 -0.005 -0.153
C 2.022806 2.773270 1.433236 0.020 0.070 0.032 -0.053
C 2.432371 3.348947 2.642047 -0.022 -0.005 -0.008 -0.205
C 3.329950 4.404077 2.682386 0.006 0.006 0.000 -0.224
C 1.084621 1.636928 1.487187 -0.040 -0.154 0.027 -0.342
C 0.295728 1.139932 0.526313 0.111 0.156 -0.132 -0.121
C 0.112439 1.751174 -0.807905 0.058 0.062 -0.144 -0.008
C -0.531608 2.984388 -0.943242 -0.018 -0.024 0.032 -0.223
C -0.772403 3.526076 -2.194911 -0.011 0.035 0.009 -0.220
C -0.374267 2.852308 -3.342601 0.031 -0.029 0.000 -0.251
C 0.268701 1.627014 -3.221868 -0.028 0.052 -0.027 -0.204
C 0.504417 1.079038 -1.970728 0.035 -0.072 0.104 -0.244
H 4.563483 5.737900 1.528946 0.001 0.001 0.000 0.194
H 3.899547 4.715843 -0.631476 0.000 -0.001 -0.001 0.199
H 2.330480 2.843408 -0.693670 -0.009 -0.004 -0.008 0.216
H 2.027758 2.950432 3.565759 -0.002 0.003 0.001 0.205
H 3.619786 4.826185 3.637901 0.000 0.002 0.000 0.196
H 1.048791 1.151375 2.460301 0.020 -0.014 -0.007 0.209
H -0.856173 3.500697 -0.048448 -0.023 -0.002 0.000 0.218
H -1.284544 4.477959 -2.277793 0.000 0.002 0.011 0.197
H -0.573644 3.273048 -4.320979 0.005 0.002 -0.004 0.194
H 0.577819 1.086859 -4.108906 0.012 -0.008 0.009 0.201
H 1.012541 0.125659 -1.880345 -0.087 0.062 -0.107 0.237
S 1.337341 -6.124613 -2.265575 -0.014 -0.067 -0.079 -0.283
C 1.450959 -5.046582 -0.996941 0.019 0.133 0.130 -0.111
S 0.321254 -3.761469 -0.718380 0.106 0.029 0.041 0.458
C 1.268092 -3.184133 0.643827 -0.094 -0.113 -0.161 -0.112
N 2.319896 -3.907755 0.864098 0.058 -0.018 0.090 -0.354
N 2.402366 -4.956369 -0.038822 -0.057 -0.023 -0.051 -0.261
C 3.565590 -5.761583 0.084522 0.042 -0.001 0.005 0.147
C 4.755814 -5.144692 0.456893 0.008 0.003 -0.016 -0.161
C 5.906238 -5.901665 0.607303 -0.009 -0.002 -0.004 -0.233
C 5.878322 -7.272961 0.392513 -0.003 0.001 0.000 -0.234
C 4.684293 -7.882001 0.035138 0.007 -0.007 -0.001 -0.216
C 3.525235 -7.135626 -0.116938 -0.027 0.031 0.007 -0.209
S 0.814288 -1.821590 1.578964 -0.017 0.157 -0.381 -0.236
H 4.757046 -4.078839 0.632334 0.001 0.009 0.001 0.235
H 6.829922 -5.413942 0.893351 -0.002 0.004 0.000 0.203
H 6.779583 -7.862512 0.508216 -0.002 -0.002 0.000 0.199
H 4.647984 -8.952686 -0.124515 -0.004 0.001 -0.001 0.202
H 2.595306 -7.604503 -0.396662 -0.001 -0.009 -0.003 0.245
```
Forces are in eV/Å.

- HOMO (eV) = -2.10
- electronic energy (eV) = -99240.999
- net charge = -2
- orbital gap (eV) = 6.09

[2]
Density functional theory data (wB97M-V/def2-TZVPD) for a molecular structure, C32H25AsN2NiO7Se.

The geometry in XYZ format:
```
69
Properties=species:S:1:pos:R:3:forces:R:3:nbo_charge:R:1
Ni -0.505636 -1.865839 0.318088 0.377 -0.361 0.233 1.488
O -1.418028 0.768949 3.828121 -0.008 0.022 0.007 -0.710
C -0.341016 0.423897 4.551859 -0.056 0.052 0.005 0.423
C -0.087482 1.127078 5.732247 -0.004 0.003 0.004 -0.318
C 1.013432 0.820080 6.508066 -0.024 0.041 0.028 -0.200
C 1.885844 -0.191162 6.121223 0.022 -0.033 -0.016 -0.286
C 1.632075 -0.890992 4.954779 0.020 -0.016 0.043 -0.138
C 0.523085 -0.611160 4.161654 0.091 -0.043 0.001 -0.222
C 0.277030 -1.375917 2.908357 0.180 -0.263 0.048 0.565
O -0.694801 -0.961212 2.150141 -0.038 0.147 -0.173 -0.854
N 1.045394 -2.401901 2.660902 -0.061 0.125 -0.011 -0.423
N 0.662908 -2.977659 1.462389 -0.009 0.070 -0.036 -0.411
C 1.363348 -3.921130 0.962622 -0.115 0.039 0.054 0.174
C 0.973404 -4.625400 -0.242084 -0.029 -0.046 -0.029 -0.213
C 1.804815 -5.674955 -0.648964 -0.027 0.007 -0.036 -0.132
C 1.509762 -6.475800 -1.730297 0.040 0.009 0.037 -0.311
C 0.334601 -6.219475 -2.440546 -0.046 -0.008 -0.064 -0.206
C -0.500392 -5.191193 -2.077982 0.029 -0.001 0.030 -0.242
C -0.213503 -4.338649 -0.984973 0.005 -0.025 0.005 0.414
O -1.048182 -3.376406 -0.720861 -0.049 0.042 -0.116 -0.843
H -1.366599 0.200322 3.004732 -0.028 0.039 -0.007 0.519
H -0.769617 1.921362 6.006361 -0.018 0.013 0.006 0.206
H 1.198896 1.380424 7.417532 0.001 0.011 0.007 0.191
H 2.759070 -0.423369 6.716862 0.015 -0.005 0.018 0.195
H 2.292878 -1.677344 4.618615 0.021 -0.031 -0.012 0.236
H 2.270728 -4.239206 1.476654 -0.047 0.014 0.016 0.180
H 2.717496 -5.839711 -0.087049 0.022 -0.009 0.017 0.193
H 2.180758 -7.268910 -2.032171 0.024 -0.025 -0.010 0.188
H 0.085398 -6.824641 -3.306671 0.000 -0.006 0.003 0.185
H -1.391535 -4.963447 -2.648615 -0.018 0.005 -0.006 0.197
C -4.025243 5.074868 -0.553914 -0.065 0.008 -0.017 -0.247
C -2.789720 5.216531 0.055873 0.047 0.051 0.040 -0.210
C -1.883844 4.164054 0.060632 0.072 -0.046 0.098 -0.237
C -2.184604 2.945323 -0.543971 0.016 -0.097 -0.075 -0.312
C -3.440277 2.816265 -1.138508 0.060 -0.035 -0.058 -0.168
C -4.347052 3.864117 -1.151083 -0.065 0.046 -0.006 -0.241
As -0.973573 1.356632 -0.411491 -0.232 0.135 -0.071 0.959
C -1.172497 0.744058 -2.256821 -0.043 -0.063 0.069 -0.326
C -0.263773 0.987436 -3.277589 0.154 0.045 0.066 -0.212
C -0.456430 0.423772 -4.529535 0.042 -0.002 -0.033 -0.180
C -1.550310 -0.390367 -4.777243 -0.003 -0.020 -0.032 -0.221
C -2.443420 -0.666319 -3.754576 -0.025 -0.030 0.005 -0.238
C -2.244982 -0.110208 -2.499950 -0.077 0.008 0.024 -0.174
C 0.704753 2.333653 -0.416619 0.020 -0.105 0.035 -0.230
C 0.983349 3.404305 -1.256545 -0.108 0.071 -0.042 -0.243
C 2.210759 4.044797 -1.191640 0.022 0.047 -0.055 -0.235
C 3.166741 3.619655 -0.280927 0.054 0.035 0.001 -0.215
C 2.893532 2.554137 0.560281 0.045 -0.013 0.035 -0.195
C 1.668508 1.910255 0.490161 0.039 -0.044 0.016 -0.195
H -4.732045 5.895960 -0.561514 -0.008 0.014 -0.003 0.193
H -2.523270 6.153178 0.532499 0.003 0.003 0.002 0.195
H -0.924255 4.298987 0.545027 0.022 -0.009 -0.009 0.220
H -3.712565 1.885854 -1.620553 0.010 -0.032 -0.018 0.206
H -5.310039 3.734744 -1.631847 -0.009 -0.003 -0.004 0.195
H 0.646309 1.539110 -3.076852 -0.026 -0.015 -0.012 0.247
H 0.286360 0.583647 -5.300662 0.014 0.001 -0.005 0.203
H -1.676663 -0.851992 -5.749389 -0.001 0.001 -0.004 0.193
H -3.268918 -1.349109 -3.916225 -0.008 -0.002 -0.006 0.196
H -2.918830 -0.381363 -1.690672 0.028 0.019 -0.019 0.193
H 0.237448 3.743192 -1.968214 0.014 -0.019 0.016 0.209
H 2.426748 4.865994 -1.865636 -0.001 0.008 0.001 0.192
H 4.134020 4.107176 -0.242979 0.004 0.007 0.000 0.192
H 3.645845 2.195870 1.251285 0.004 -0.005 0.003 0.206
H 1.476867 1.039960 1.104537 -0.011 0.004 0.001 0.242
O 2.686747 0.154775 -2.148598 -0.068 0.112 0.003 -1.119
Se 2.086400 -1.240051 -1.563656 0.055 -0.107 0.014 2.772
O 3.151914 -2.034782 -0.622855 -0.018 -0.032 0.028 -1.112
O 0.807986 -0.760643 -0.525095 -0.169 0.306 -0.027 -1.245
O 1.433891 -2.180107 -2.716124 -0.054 -0.009 -0.006 -1.104
```
Forces are in eV/Å.

- HOMO (spin up / spin down) (eV) = -2.12 / -2.26
- electronic energy (eV) = -218130.517
- multiplicity = 3
- net charge = -2
- orbital gap (spin up / spin down) (eV) = 6.54 / 6.68

[3]
Density functional theory data (wB97M-V/def2-TZVPD) for 2 unconnected molecules or ions with the total composition C32H25BF3NO2S.

The geometry in XYZ format:
```
65
Properties=species:S:1:pos:R:3:forces:R:3:nbo_charge:R:1
C -2.613885 6.013095 0.267732 -0.142 0.396 -0.222 -0.632
C -2.046217 4.733993 0.723816 0.560 -0.795 0.870 -0.218
C -1.677154 4.399127 2.011845 -0.157 0.142 -0.878 -0.253
C -1.109916 3.090908 2.111730 -0.230 0.863 -0.780 -0.289
C -1.038132 2.471955 0.889215 -0.571 -0.133 0.690 -0.413
B -0.604634 0.899630 0.706820 -0.489 4.278 0.838 0.786
C 0.975254 1.294439 0.830705 -0.993 -1.676 -0.169 -0.250
C 1.628154 1.795663 -0.281015 0.996 0.445 -0.394 -0.178
C 2.963526 2.201150 -0.198662 -0.638 -0.207 -0.051 -0.182
C 3.627930 2.101831 1.016280 0.695 0.055 -0.081 -0.203
C 5.118917 2.342055 1.072196 -0.001 -0.058 0.015 0.983
F 5.479846 3.219002 2.049555 -0.063 -0.608 -0.654 -0.326
F 5.788564 1.160466 1.339966 -0.282 0.924 -0.136 -0.350
F 5.619116 2.805370 -0.108261 -0.189 -0.267 0.909 -0.329
C 2.960809 1.681862 2.162200 -0.598 -0.139 0.114 -0.175
C 1.621805 1.280113 2.066182 0.827 0.210 0.293 -0.247
O -1.318939 0.321898 1.883174 0.259 -1.514 0.031 -0.681
C -2.543660 0.019086 1.397556 0.117 -0.246 -0.381 0.267
C -2.569369 0.108752 -0.019098 -0.314 -0.274 0.520 0.232
C -3.718930 -0.222756 -0.730470 0.628 0.105 0.355 -0.213
C -4.787395 -0.752927 -0.000288 -0.427 -0.144 -0.013 -0.260
C -4.740763 -0.880540 1.390713 -0.233 0.006 0.095 -0.229
C -3.630505 -0.446547 2.124154 0.394 0.087 -0.532 -0.272
O -1.354719 0.469306 -0.504325 0.400 -0.950 -0.432 -0.670
S -1.701478 3.423742 -0.374643 0.057 0.592 0.905 0.409
H -2.810787 6.625785 1.152025 -0.088 0.108 -0.256 0.217
H -1.903144 6.537150 -0.385732 -0.271 0.057 0.099 0.213
H -3.546068 5.844937 -0.283515 0.085 0.254 0.063 0.213
H -1.798793 5.083142 2.848155 -0.045 -0.073 -0.133 0.206
H -0.772529 2.674069 3.056452 -0.045 -0.118 -0.279 0.216
H 1.095166 1.900209 -1.226840 0.125 -0.123 0.173 0.216
H 3.482702 2.572745 -1.073022 -0.022 -0.049 0.033 0.226
H 3.477989 1.653605 3.120499 -0.071 -0.010 -0.199 0.223
H 1.087248 0.968711 2.966887 0.154 -0.028 -0.293 0.226
H -3.752209 -0.063375 -1.804111 -0.055 -0.192 0.110 0.215
H -5.691134 -1.071822 -0.531914 0.353 0.173 0.219 0.211
H -5.588340 -1.316721 1.930516 0.247 0.249 -0.291 0.212
H -3.562132 -0.479838 3.205424 -0.142 -0.131 -0.071 0.224
C 0.929121 -3.719725 -3.604015 0.091 0.116 -0.340 -0.417
N 0.743484 -2.964009 -2.363288 -0.199 0.180 0.299 -0.303
C 1.820877 -2.306518 -1.801709 -0.400 -0.118 0.587 0.227
C 3.120611 -2.448360 -2.322560 0.597 0.188 -0.231 -0.276
C 4.209726 -1.886216 -1.668399 -0.684 -0.190 -0.274 -0.126
C 4.038306 -1.273737 -0.419805 -0.106 0.038 0.517 -0.256
C 2.782732 -1.183870 0.134868 0.413 0.534 0.132 -0.046
C 1.629006 -1.586616 -0.566048 0.014 -0.041 -1.081 -0.163
C 0.337438 -1.426810 -0.019184 1.085 -2.998 0.856 0.049
C -0.605121 -2.395773 -0.408277 -0.062 -0.148 -0.762 -0.041
C -0.439317 -3.103799 -1.650480 0.456 0.001 0.329 0.208
C -1.408166 -4.043781 -2.040949 -0.531 -0.204 -0.190 -0.287
C -2.515908 -4.293368 -1.240857 0.575 0.313 -0.280 -0.118
C -2.614687 -3.697610 0.021786 0.079 0.277 0.589 -0.235
C -1.652263 -2.802443 0.447395 -0.598 -0.013 0.074 -0.128
H -0.008033 -3.766732 -4.158911 0.162 0.080 0.136 0.226
H 1.650113 -3.196221 -4.234954 -0.224 -0.094 0.119 0.226
H 1.294189 -4.743076 -3.428112 -0.128 0.311 0.132 0.217
H 3.296803 -3.017476 -3.234481 -0.045 0.248 0.322 0.222
H 5.203366 -1.952719 -2.107744 -0.240 -0.075 0.075 0.227
H 4.894402 -0.879583 0.124173 -0.183 -0.158 -0.095 0.244
H 2.639512 -0.790617 1.141955 0.153 0.126 -0.417 0.238
H 0.279312 -1.031697 0.993207 -0.187 0.045 -0.413 0.262
H -1.290297 -4.605922 -2.965898 -0.110 0.197 0.330 0.222
H -3.285176 -4.983304 -1.581187 0.218 0.087 0.070 0.225
H -3.448569 -3.935699 0.680631 0.250 -0.003 -0.146 0.236
H -1.647633 -2.423590 1.470923 -0.226 0.092 -0.425 0.245
```
Forces are in eV/Å.

- HOMO (eV) = -6.78
- electronic energy (eV) = -58839.543
- net charge = 0
- orbital gap (eV) = 4.66

Look up the electronic energy of the first one.
-99240.999 eV

Which value of net charge does entry 2 give?
-2